Record 1
C3H9O3 | ωB97M-V/def2-TZVPD

The geometry in XYZ format:
```
15
Properties=species:S:1:pos:R:3:forces:R:3
C 0.5964 -0.3302 0.6191 0.0 -0.9 0.5
C 1.5313 0.1132 -0.4741 0.0 1.0 -0.2
O 0.8500 0.6106 -1.6398 0.1 0.0 0.2
C -0.5624 -1.2731 0.1945 -0.4 0.7 0.7
O -1.8045 -0.7089 0.4074 -0.3 -0.2 -0.2
H 0.1592 0.5336 1.1120 -0.2 0.2 -0.1
H 1.1613 -0.8593 1.4008 0.3 0.2 -0.1
H 2.1494 0.9428 -0.0859 0.2 -0.3 0.0
H 2.1969 -0.6598 -0.8441 0.0 -0.3 0.0
H 0.1573 1.2016 -1.3192 -0.1 -0.1 0.1
H -0.4092 -1.5783 -0.8342 0.1 -0.1 -0.7
H -0.4959 -2.1956 0.7844 0.2 -0.3 0.2
H -1.8707 0.5192 0.4700 0.2 0.1 0.1
H -1.7535 1.9759 -0.3513 -0.2 0.2 0.0
O -1.9056 1.7086 0.5605 0.2 -0.1 -0.2
```
Forces are in eV/Å.

The HOMO-LUMO gap is 7.63 eV. The molecular weight comes out at 93.10 g/mol. The lowest unoccupied orbital energy is 3.9852 eV. As for the energy above the lowest of the compared OMol25 structures with the same formula, charge and spin: 0.400 eV. The energy comes out at -9399.327 eV. The net charge is -1.

Record 2
C8H8N2OS | ωB97M-V/def2-TZVPD

The geometry in XYZ format:
```
20
Properties=species:S:1:pos:R:3:forces:R:3
C -1.8284 2.0772 -0.8892 1.0 0.8 0.7
C -0.5920 2.2954 -1.7332 -1.5 -0.9 1.7
C -1.8249 1.3075 0.2442 -3.7 1.4 -0.9
C 0.4924 1.5496 -1.3827 1.4 2.2 -4.6
C -0.7424 0.4777 0.4894 2.7 -1.9 0.0
C 0.4656 0.5546 -0.4121 -1.0 -0.7 2.7
C 0.7576 -0.9503 1.2318 2.0 0.3 -2.4
C 0.8698 -2.5522 1.0259 3.5 2.3 0.5
N -0.5069 -0.4145 1.3902 -2.9 0.2 0.4
N 1.3791 -0.2269 0.0139 0.3 -1.1 0.6
O 0.4690 -3.0056 -0.1822 -2.9 -0.7 -1.8
S 1.7165 -0.4176 2.6862 0.6 -1.7 0.3
H -2.6809 2.7492 -1.0541 0.3 -0.5 -0.1
H -0.7160 3.0733 -2.5161 0.8 -0.9 0.5
H -2.7852 1.2774 0.8446 1.5 -0.1 -0.5
H 1.4084 1.6502 -2.0408 -0.9 -0.1 1.1
H 0.3027 -2.9467 1.7862 -1.1 -1.1 2.1
H 2.0173 -2.8144 1.1823 -2.4 0.6 -0.4
H -0.5451 -3.1476 -0.2087 2.6 0.5 0.2
H 1.4792 0.8310 2.4468 -0.2 1.4 -0.1
```
Forces are in eV/Å.

The SMILES is OCC1(S)N=c2ccccc2=N1. The HOMO-LUMO gap is 7.43 eV. The molecular weight comes out at 180.23 g/mol. The lowest unoccupied orbital energy is -1.1797 eV. As for the energy above the lowest of the compared OMol25 structures with the same formula, charge and spin: 1.786 eV. The energy comes out at -24286.070 eV. The net charge is 0.

Record 3
C5H11B | ωB97M-V/def2-TZVPD

The geometry in XYZ format:
```
17
Properties=species:S:1:pos:R:3:forces:R:3
B 0.6938 0.6762 0.6829 -1.7 -2.4 -0.4
C -0.6794 -0.4129 0.2348 2.3 2.0 1.6
C -0.7081 -1.0164 -0.9569 -2.1 -1.7 -0.3
C 2.1323 0.4046 0.0211 0.5 1.2 -0.8
C 0.4412 1.9156 1.6614 2.2 1.1 -2.3
C -1.9897 -1.8516 -1.3767 -1.3 2.1 1.1
H -1.5389 -0.5595 1.0012 1.3 0.4 -1.7
H 0.0722 -1.1773 -1.7627 -0.6 1.1 1.3
H 2.0230 0.2417 -1.1577 0.3 0.6 2.5
H 2.7527 -0.4900 0.3775 -1.0 1.3 -0.2
H 2.6850 1.4238 0.2867 -0.5 -2.3 -1.0
H 0.8495 2.8866 1.0823 -0.1 -2.0 1.6
H 0.7510 1.8421 2.7077 0.6 0.1 -0.3
H -0.5490 2.1776 1.6917 -2.8 0.2 0.2
H -2.6987 -2.2085 -0.4750 1.9 0.8 -2.0
H -1.5583 -2.6440 -1.9357 -0.4 -1.2 -0.5
H -2.6787 -1.2079 -2.0827 1.4 -1.3 1.2
```
Forces are in eV/Å.

The SMILES is C/C=C/B(C)C. The HOMO-LUMO gap is 10.03 eV. The molecular weight comes out at 81.95 g/mol. The lowest unoccupied orbital energy is 0.6930 eV. As for the energy above the lowest of the compared OMol25 structures with the same formula, charge and spin: 2.264 eV. The energy comes out at -6037.288 eV. The net charge is 0.

Record 4
C31H32ClN5O7PS2W | ωB97M-V/def2-TZVPD

The geometry in XYZ format:
```
80
Properties=species:S:1:pos:R:3:forces:R:3
W 0.0055 0.7177 0.0803 -0.8 -0.4 -0.5
C 3.8563 -1.4716 0.2280 0.0 0.0 0.0
C 2.6761 -0.6546 -0.1532 -0.1 -0.1 0.0
N 1.5725 -0.5891 0.5364 0.2 0.1 0.1
N 1.4201 -1.4377 1.6181 0.0 0.0 0.0
C 0.1716 -1.4521 1.9443 0.1 0.1 0.1
O -0.6955 -0.6848 1.2821 0.2 0.2 0.3
C -0.3292 -2.2381 3.0739 -0.1 -0.1 -0.1
C -1.6981 -2.2820 3.3306 0.0 0.0 0.0
C -2.1727 -3.0090 4.4095 0.0 0.0 0.0
C -1.2844 -3.6866 5.2325 0.0 0.0 0.0
C 0.0816 -3.6426 4.9781 0.0 0.0 0.0
C 0.5625 -2.9219 3.9008 0.0 0.0 0.0
C 2.5731 0.0764 -1.3958 0.0 0.0 0.0
C 3.5846 0.1733 -2.3379 0.0 0.0 0.0
C 3.3348 0.8343 -3.5266 0.0 0.0 0.0
C 2.0654 1.3442 -3.7527 0.0 0.0 0.0
C 1.0940 1.2041 -2.7803 0.1 -0.1 0.0
N 1.3389 0.5973 -1.6118 0.0 -0.1 0.1
H 3.6066 -2.1449 1.0406 0.0 0.0 0.0
H 4.6586 -0.8067 0.5588 0.0 0.0 0.0
H 4.2247 -2.0455 -0.6217 0.0 0.0 0.0
H -2.3807 -1.7488 2.6830 0.0 0.0 0.0
H -3.2348 -3.0482 4.6094 0.0 0.0 0.0
H -1.6566 -4.2521 6.0764 0.0 0.0 0.0
H 0.7701 -4.1717 5.6229 0.0 0.0 0.0
H 1.6227 -2.8784 3.6931 0.0 0.0 0.0
H 4.5503 -0.2662 -2.1347 0.0 0.0 0.0
H 4.1110 0.9343 -4.2724 0.0 0.0 0.0
H 1.8134 1.8370 -4.6804 0.0 0.0 0.0
H 0.0867 1.5582 -2.9333 0.2 -0.3 -0.1
O -6.3938 1.1785 0.4224 0.0 0.0 0.0
C -5.4170 1.9976 -0.0008 0.0 0.1 0.1
O -5.6073 2.8389 -0.8205 0.0 0.0 0.0
C -4.0778 1.8253 0.6544 0.0 0.0 -0.1
C -3.7236 2.1004 1.9582 -0.1 -0.1 0.0
Cl -4.7734 2.4788 3.2345 0.1 0.0 0.0
N -2.3830 1.9642 2.1009 0.1 0.0 -0.1
N -1.8565 1.6092 0.9061 0.0 -0.3 0.1
C -2.8667 1.5059 0.0494 0.0 0.0 0.1
C -2.5704 0.9358 -1.2897 0.0 0.2 0.1
O -3.3852 0.7685 -2.1401 0.0 0.0 0.0
O -1.2651 0.5995 -1.4244 0.3 0.4 0.1
C -1.6210 2.2685 3.2879 0.0 0.1 0.0
C -1.8442 3.4823 3.9235 0.1 0.1 -0.1
C -1.1370 3.7917 5.0709 0.0 0.0 0.0
C -0.2025 2.9014 5.5812 0.0 0.0 0.0
C 0.0111 1.6914 4.9422 0.0 0.0 0.0
C -0.7078 1.3666 3.8008 0.0 0.0 0.1
H -6.0606 0.5376 1.0620 0.0 0.0 0.0
H -2.5310 4.2025 3.5054 0.0 0.0 0.0
H -1.3045 4.7445 5.5539 0.0 0.0 0.0
H 0.3478 3.1473 6.4792 0.0 0.0 0.0
H 0.7198 0.9774 5.3400 0.0 0.0 0.0
H -0.5766 0.3991 3.3599 0.0 -0.2 -0.2
C 3.8311 4.9492 0.4249 0.0 0.0 0.0
C 2.8690 5.8970 1.1092 0.0 0.0 0.0
C 2.6828 7.2067 0.3744 0.0 0.0 0.0
O 1.5703 5.2742 1.3753 0.0 0.0 -0.1
P 0.5289 4.5488 0.4494 0.1 0.0 0.0
S -1.2859 4.8707 0.9578 -0.1 -0.1 -0.1
S 1.3539 2.5689 0.4855 -0.1 -0.1 0.1
O 0.9450 4.9499 -1.0252 0.0 0.0 -0.1
C 0.1305 5.1967 -2.2252 0.0 0.1 0.0
C -0.8576 4.0837 -2.5201 0.1 -0.1 0.1
C -0.5165 6.5636 -2.1480 0.0 0.0 0.0
H 4.8033 5.4380 0.3490 0.0 0.0 0.0
H 3.4919 4.6999 -0.5808 0.0 0.0 0.0
H 3.9528 4.0312 0.9981 0.0 0.0 0.0
H 3.2228 6.0985 2.1200 0.0 0.0 0.0
H 2.3858 7.0363 -0.6585 0.0 0.0 0.0
H 3.6263 7.7536 0.3747 0.0 0.0 0.0
H 1.9298 7.8203 0.8676 0.0 0.0 0.0
H 0.8944 5.1969 -3.0039 0.0 0.0 0.0
H -1.6805 4.0738 -1.8112 -0.1 0.0 0.1
H -0.3621 3.1111 -2.5072 -0.2 0.5 0.1
H -1.2685 4.2374 -3.5188 0.0 0.0 0.0
H -1.2765 6.5870 -1.3683 0.0 0.0 0.0
H -0.9911 6.7899 -3.1036 0.0 0.0 0.0
H 0.2241 7.3354 -1.9449 0.0 0.0 0.0
```
Forces are in eV/Å.

The HOMO-LUMO gap (alpha / beta) is 5.87 / 6.03 eV. The molecular weight comes out at 901.03 g/mol. The lowest unoccupied orbital energy (alpha / beta) is -4.3900 / -4.5583 eV. The energy comes out at -99755.746 eV. The net charge is +1.